This record from the OMol25 dataset describes C17H8AuFN4O4 as an isolated structure at a distorted geometry. The level of theory is ωB97M-V with the def2-TZVPD basis set.

Properties
- Frontier orbital gap (spin up / spin down): 0.3068 / 0.1533 Ha
- Calculated total energy: -1407.90033 a.u.
- <S²>: 2.03
- Relative energy (zero: lowest compared OMol25 entry of this formula, charge and spin): 0.000 eV
- E_HOMO (spin up / spin down): -8.69 / -8.87 eV

The geometry in ORCA input format:
```
! RIJCOSX wB97M-V def2-TZVPD def2/J DEFGRID3
* xyz 0 3
Au -0.23744 -0.85885 0.37186
O 1.99971 -0.51147 0.82110
C 2.59428 0.49946 0.45722
C 2.04403 1.81544 0.26639
C 3.00917 2.82465 0.08226
C 2.62412 4.11326 -0.08359
C 1.26200 4.46606 -0.11728
C 0.31214 3.50540 0.02970
C 0.65003 2.13195 0.24840
O -0.30631 1.29316 0.40769
N 3.64301 5.15766 -0.23438
O 3.25293 6.29051 -0.43823
O 4.80609 4.81459 -0.28787
H 3.67620 0.40125 0.26528
H 4.06359 2.57873 0.09000
H 0.99404 5.50254 -0.26715
H -0.74033 3.75399 -0.00107
N -2.46683 -0.74068 0.22533
C -3.48201 -0.26367 -0.00161
C -4.73716 0.37308 -0.30155
C -5.33679 1.22275 0.64952
N -5.82854 1.91942 1.42744
C -5.35879 0.14500 -1.54595
N -5.86841 -0.03994 -2.56498
F 0.01175 -7.03291 -0.15191
C -0.02382 -5.68613 -0.04331
C 0.00001 -5.12071 1.21125
C -0.03868 -3.73357 1.31317
C -0.10014 -2.92134 0.17751
C -0.12169 -3.54450 -1.06949
C -0.08186 -4.93045 -1.19071
H 0.04934 -5.75834 2.08387
H -0.00701 -3.29315 2.30262
H -0.16190 -2.95235 -1.97661
H -0.09472 -5.42086 -2.15491
*
```

---

This record from the OMol25 dataset describes C17H8Cl10F6N5O4V as an isolated structure. The level of theory is ωB97M-V with the def2-TZVPD basis set.

Properties
- Frontier orbital gap (spin up / spin down): 0.2478 / 0.2867 Ha
- Calculated total energy: -7372.59358 a.u.
- <S²>: 3.76
- E_HOMO (spin up / spin down): -4.58 / -5.65 eV

The geometry in ORCA input format:
```
! RIJCOSX wB97M-V def2-TZVPD def2/J DEFGRID3
* xyz -1 4
V 0.17058 -0.06323 0.15240
Cl 0.98649 -0.07872 2.80355
C 1.27950 1.55575 2.20465
C 0.99670 1.73288 0.86230
C 1.20426 3.02092 0.40195
Cl 0.86663 3.35255 -1.28878
C 1.66480 4.06234 1.20281
Cl 1.90260 5.64963 0.56203
C 1.93772 3.81644 2.54847
Cl 2.51160 5.08292 3.57045
C 1.74076 2.53634 3.06676
Cl 2.06235 2.19922 4.72661
Cl 7.37016 -2.76192 -0.23661
C 5.69214 -2.35170 -0.20754
C 5.24182 -1.16584 -0.78237
Cl 6.37304 -0.10792 -1.54650
C 3.89683 -0.83210 -0.75007
Cl 3.33294 0.61793 -1.50292
C 2.92806 -1.65717 -0.12691
O 1.68625 -1.36003 -0.08457
C 3.42022 -2.86708 0.42915
Cl 2.26495 -3.91000 1.16972
C 4.76343 -3.20031 0.39285
Cl 5.30004 -4.68164 1.10032
N -0.01999 0.12499 -1.98116
N -1.21635 0.77518 -2.35346
C -2.12003 1.03371 -1.36701
N -3.33616 1.38879 -1.76914
N -1.67491 0.95354 -0.11539
N -2.48022 1.34911 0.92258
O -3.58962 1.85059 0.73032
O -2.01006 1.16865 2.02183
H 0.75168 0.51685 -2.50706
H -0.16809 -0.88395 -2.13419
H -1.63588 0.38648 -3.18658
H -3.57758 1.32095 -2.74033
H -4.02349 1.58322 -1.05666
C -1.52512 -4.08050 -1.01469
C -2.23890 -2.73610 -0.79259
O -1.56923 -1.68675 -1.30033
C -3.63301 -2.81250 -1.46676
F -4.39039 -3.85445 -1.05910
F -3.49170 -2.94999 -2.80119
F -4.37440 -1.70510 -1.27987
C -2.43458 -2.53900 0.73522
F -3.11877 -1.42247 1.03876
F -1.23701 -2.42096 1.34605
F -3.07574 -3.55850 1.34280
H -1.35459 -4.18981 -2.08480
H -2.08751 -4.93838 -0.64548
H -0.55900 -4.03436 -0.51471
*
```

---

This record from the OMol25 dataset describes C17H9N3O2PtS2 as an isolated structure at a distorted geometry. The level of theory is ωB97M-V with the def2-TZVPD basis set.

Properties
- Frontier orbital gap: 0.2374 Ha
- Calculated total energy: -1883.78525 a.u.
- Relative energy (zero: lowest compared OMol25 entry of this formula, charge and spin): 0.000 eV
- E_HOMO: -1.68 eV

The geometry in ORCA input format:
```
! RIJCOSX wB97M-V def2-TZVPD def2/J DEFGRID3
* xyz -2 1
Pt 0.51329 -0.36136 0.93639
S -0.51340 1.80340 0.53303
C 0.84105 2.68874 -0.10918
C 0.61229 3.75957 -0.97501
C 1.65134 4.48517 -1.54927
C 1.35081 5.56897 -2.43776
N 1.09327 6.44570 -3.13944
C 2.97708 4.13540 -1.25114
C 3.21853 3.08301 -0.37110
C 2.18865 2.34760 0.21403
S 2.52694 1.05611 1.33053
C 4.07999 4.82648 -1.85016
N 4.97686 5.36828 -2.32972
H -0.40985 4.02301 -1.21465
H 4.24049 2.82107 -0.12907
N -5.47096 -3.63149 3.84847
C -4.54254 -3.14361 3.36804
C -3.39032 -2.53487 2.77238
C -2.37698 -1.99977 3.57275
C -1.27594 -1.40218 2.99155
C -1.12571 -1.30125 1.59580
C -2.15990 -1.85287 0.82095
C -3.27018 -2.45653 1.38422
H -2.46183 -2.06358 4.65146
H -0.50079 -0.99819 3.63091
H -2.08713 -1.80089 -0.25834
H -4.05058 -2.87201 0.75686
C 2.37457 -1.44401 -1.21560
O 2.15413 -2.46041 -0.25196
C 1.33780 -2.18908 0.86121
O 1.21079 -3.14247 1.59454
H 2.96487 -1.90694 -2.00973
H 2.92689 -0.60123 -0.79887
H 1.43441 -1.07597 -1.63772
*
```

---

This record from the OMol25 dataset describes C18H10Cl2F6N4O2SbSe2Te2W as an isolated structure at a distorted geometry. The level of theory is ωB97M-V with the def2-TZVPD basis set.

Properties
- Frontier orbital gap (spin up / spin down): 0.2100 / 0.1663 Ha
- Calculated total energy: -8227.45990 a.u.
- <S²>: 0.76
- Relative energy (zero: lowest compared OMol25 entry of this formula, charge and spin): 0.000 eV
- E_HOMO (spin up / spin down): -8.13 / -8.13 eV

The geometry in ORCA input format:
```
! RIJCOSX wB97M-V def2-TZVPD def2/J DEFGRID3
* xyz 0 2
W 1.23834 -0.03333 0.24850
Cl 1.00187 -0.02346 6.96947
C 0.65367 0.43007 5.33625
C 0.69299 -0.53757 4.35216
C 0.41610 -0.17728 3.03798
N 0.55693 -1.01786 1.89981
C 0.53576 -2.38273 2.08733
O 0.30466 -2.95302 3.12984
C 0.76431 -3.16096 0.84785
C 0.81945 -4.54161 0.93162
C 1.01161 -5.26746 -0.22565
C 1.11558 -4.56791 -1.41473
C 1.04777 -3.18785 -1.40194
N 0.87774 -2.47225 -0.28549
C 0.07002 1.11837 2.69932
C 0.06794 2.08873 3.69455
C 0.35924 1.74437 4.99937
Cl 0.35789 2.99019 6.20135
N -0.15159 1.31073 1.30527
C -1.03405 2.34065 1.00757
O -1.65837 2.88714 1.90243
C -1.33678 2.90691 -0.38050
C -2.36307 3.85553 -0.39557
C -2.64902 4.52223 -1.56989
C -1.89475 4.25005 -2.69718
C -0.91905 3.27668 -2.59956
N -0.65315 2.60229 -1.48108
H 0.95069 -1.54655 4.61728
H 0.70961 -4.99328 1.90649
H 1.07431 -6.34693 -0.20395
H 1.25749 -5.07245 -2.36004
H 1.13319 -2.65348 -2.33252
H -0.14455 3.11903 3.47330
H -2.89926 4.06226 0.51603
H -3.44423 5.25589 -1.59931
H -2.06273 4.76645 -3.63228
H -0.32046 3.01382 -3.46611
Se 2.28748 -0.41934 -2.19515
Te -0.70099 -1.34427 -4.99568
Te -0.05120 0.04574 -2.84470
Se -1.22395 -0.52122 -0.77726
F 1.57154 1.62389 -0.55348
Sb 5.19079 0.92784 -0.08470
F 4.86186 2.23075 -1.42013
F 2.33404 0.82391 1.55306
F 7.05060 1.28943 0.02746
F 2.80741 -1.13813 0.48233
F 5.40154 -0.47153 -1.35876
*
```